No. 1
{
  "formula": "C28H41BBrN11O3PTeW",
  "method": "wB97M-V/def2-TZVPD",
  "symbols": ["W", "C", "C", "N", "N", "C", "B", "N", "C", "C", "C", "N", "N", "C", "C", "C", "N", "N", "C", "C", "C", "N", "H", "H", "H", "H", "H", "H", "H", "H", "H", "H", "H", "H", "C", "C", "N", "C", "C", "N", "C", "C", "N", "H", "H", "H", "H", "H", "H", "H", "H", "H", "H", "H", "H", "H", "H", "H", "Br", "C", "C", "C", "C", "C", "C", "H", "H", "H", "H", "C", "C", "O", "P", "O", "Te", "O", "C", "C", "H", "H", "H", "H", "H", "H", "H", "H", "H", "H"],
  "coordinates": [[-0.1560, 0.0143, 0.0583], [1.7373, 3.1252, 2.7706], [0.6685, 2.4978, 2.1702], [1.0570, 1.4270, 1.4428], [2.4193, 1.3958, 1.5890], [2.8358, 2.3913, 2.3736], [3.2158, 0.3083, 0.8735], [2.5794, -1.0466, 1.3239], [3.2279, -2.0846, 1.8568], [2.3590, -3.1582, 1.9361], [1.1793, -2.6787, 1.4097], [1.2900, -1.3717, 1.0787], [2.9335, 0.4606, -0.6297], [3.7483, 0.8098, -1.6341], [3.0107, 0.8710, -2.8016], [1.7207, 0.5566, -2.4166], [1.6779, 0.3223, -1.0999], [4.6914, 0.2698, 1.1316], [5.5996, -0.5201, 0.4810], [6.7937, -0.4145, 1.1347], [6.5280, 0.4659, 2.2048], [5.2732, 0.8629, 2.2075], [1.7133, 3.9944, 3.4032], [-0.3444, 2.8374, 2.2571], [3.8844, 2.4765, 2.6029], [4.2640, -1.9981, 2.1387], [2.5637, -4.1498, 2.2986], [0.3018, -3.2603, 1.1826], [4.7940, 0.9916, -1.4547], [3.3628, 1.1085, -3.7896], [0.8290, 0.4912, -3.0157], [5.3241, -1.1040, -0.3829], [7.7238, -0.8937, 0.8845], [7.2038, 0.8230, 2.9651], [-2.1927, -0.7639, 2.5071], [-1.8219, 0.6935, 2.6102], [-1.7482, 1.1931, 1.2199], [-3.1201, 1.3430, 0.6464], [-3.0949, 0.9102, -0.7923], [-2.2188, -0.2918, -0.8614], [-2.9833, -1.4908, -0.3861], [-2.1673, -2.3202, 0.5792], [-1.3711, -1.3864, 1.4160], [-2.0073, -1.2841, 3.4459], [-3.2459, -0.8996, 2.2711], [-2.5530, 1.2534, 3.1972], [-0.8481, 0.8035, 3.0803], [-1.3819, 2.1490, 1.1777], [-3.8156, 0.7457, 1.2307], [-3.4225, 2.3878, 0.7270], [-4.0913, 0.6588, -1.1586], [-2.6865, 1.6869, -1.4263], [-1.9819, -0.4086, -1.8366], [-3.8859, -1.1294, 0.1019], [-3.3071, -2.0960, -1.2315], [-2.8207, -2.9330, 1.2034], [-1.4811, -2.9718, 0.0440], [-0.6745, -1.9318, 1.9029], [1.1021, -5.1066, -4.6330], [0.6965, -3.7656, -3.3846], [-0.5198, -3.1196, -3.4127], [-0.8130, -2.1373, -2.4694], [0.0698, -1.7325, -1.4556], [1.3100, -2.4055, -1.5053], [1.6207, -3.3923, -2.4213], [-1.2549, -3.3732, -4.1646], [-1.8034, -1.7340, -2.6256], [2.1147, -2.1406, -0.8390], [2.5952, -3.8616, -2.3942], [2.8919, 4.9030, -0.2072], [2.0830, 4.4499, -1.3909], [1.3778, 3.2162, -1.0410], [-0.1700, 3.1387, -1.3203], [-0.4806, 1.6155, -1.0337], [-1.5107, 4.6165, -0.1234], [-0.2863, 3.2444, -2.8846], [-1.2784, 3.9975, -3.6436], [-0.7219, 5.3340, -4.0552], [3.4233, 5.8198, -0.4637], [3.6282, 4.1483, 0.0737], [2.2419, 5.1052, 0.6441], [2.7024, 4.2058, -2.2529], [1.3599, 5.2121, -1.6902], [-2.1761, 4.1075, -3.0326], [-1.5019, 3.3658, -4.5008], [-0.5237, 5.9570, -3.1823], [-1.4528, 5.8535, -4.6758], [0.1953, 5.2147, -4.6305]],
  "atomic_forces_ev_per_a": [[0.0, -0.1, -0.1], [0.0, 0.0, 0.0], [0.0, 0.0, 0.0], [0.0, 0.0, 0.0], [-0.1, 0.0, 0.0], [0.0, 0.0, 0.0], [0.0, 0.0, 0.1], [0.0, 0.1, 0.0], [0.0, 0.0, 0.0], [0.0, 0.0, 0.0], [-0.1, 0.0, 0.1], [0.0, 0.0, -0.1], [0.0, 0.0, -0.1], [0.0, 0.0, 0.0], [0.0, 0.0, 0.0], [0.0, 0.0, 0.0], [0.0, 0.0, 0.0], [0.0, 0.0, -0.1], [0.0, 0.0, 0.0], [0.0, 0.0, 0.0], [0.0, 0.0, 0.0], [0.0, 0.0, 0.0], [0.0, 0.0, 0.0], [0.0, 0.0, 0.0], [0.0, 0.0, 0.0], [0.0, 0.0, 0.0], [0.0, 0.0, 0.0], [0.0, 0.0, 0.0], [0.0, 0.0, 0.0], [0.0, 0.0, 0.0], [0.0, 0.0, 0.0], [0.0, 0.0, 0.0], [0.0, 0.0, 0.0], [0.0, 0.0, 0.0], [0.0, 0.0, 0.0], [0.0, 0.0, 0.0], [0.0, 0.0, 0.0], [0.0, 0.0, 0.0], [0.0, 0.0, 0.0], [0.0, 0.0, 0.1], [0.0, 0.0, 0.0], [0.0, 0.0, 0.0], [0.0, 0.0, 0.0], [0.0, 0.0, 0.0], [0.0, 0.0, 0.0], [0.0, 0.0, 0.0], [0.0, 0.0, 0.0], [0.0, 0.0, 0.0], [0.0, 0.0, 0.0], [0.0, 0.0, 0.0], [0.0, 0.0, 0.0], [0.0, 0.0, 0.0], [0.0, 0.0, -0.1], [0.0, 0.0, 0.0], [0.0, 0.0, 0.0], [0.0, 0.0, 0.0], [0.0, 0.0, 0.0], [0.1, 0.0, 0.0], [0.0, 0.0, 0.0], [0.0, 0.0, 0.0], [0.0, 0.0, 0.0], [0.0, 0.0, 0.0], [0.0, 0.0, 0.1], [0.0, 0.0, 0.0], [0.0, 0.0, 0.0], [0.0, 0.0, 0.0], [0.0, 0.0, 0.0], [0.0, 0.0, 0.0], [0.0, 0.0, 0.0], [0.0, 0.0, 0.0], [0.1, 0.0, 0.0], [0.0, 0.1, 0.0], [-0.1, -0.1, 0.0], [0.0, 0.0, 0.0], [0.0, 0.0, 0.1], [0.1, -0.1, -0.1], [-0.1, 0.0, 0.0], [0.0, 0.0, 0.0], [0.0, 0.0, 0.0], [0.0, 0.0, 0.0], [0.0, 0.0, 0.0], [0.0, 0.0, 0.0], [0.0, 0.0, 0.0], [0.0, 0.0, 0.0], [0.0, 0.0, 0.0], [0.0, 0.0, 0.0], [0.0, 0.0, 0.0], [0.0, 0.0, 0.0]],
  "charge": 2,
  "e_above_lowest_kcal_mol": 0.00,
  "s2": 0.76,
  "e_tot_ev": -141353.498,
  "spin_multiplicity": 2,
  "lumo_ev": [-5.94, -6.81],
  "homo_lumo_gap_ev": [7.002, 6.122]
}


No. 2
{
  "formula": "C28H41GaN7O3SSi",
  "method": "wB97M-V/def2-TZVPD",
  "symbols": ["Ga", "C", "C", "C", "C", "C", "C", "N", "N", "Si", "C", "C", "C", "H", "H", "H", "H", "H", "H", "H", "H", "H", "H", "H", "H", "H", "H", "H", "C", "C", "C", "C", "C", "C", "O", "N", "C", "O", "N", "C", "O", "H", "H", "H", "H", "H", "H", "H", "H", "H", "H", "H", "N", "C", "N", "C", "C", "C", "C", "C", "C", "S", "H", "H", "H", "H", "H", "H", "C", "C", "C", "C", "N", "H", "H", "H", "H", "H", "H", "H", "H", "H"],
  "coordinates": [[0.7709, 0.1620, -1.0434], [4.8767, 0.4591, -1.9928], [4.4551, 0.3939, -0.5479], [5.3059, 0.7719, 0.4769], [4.8265, 0.6654, 1.7857], [3.5608, 0.1901, 2.0228], [2.7343, -0.2017, 0.9298], [3.2268, -0.0737, -0.3304], [1.4732, -0.6720, 1.0173], [0.7655, -1.3307, 2.4158], [0.4275, -0.1521, 3.8671], [-0.8739, -2.1341, 1.9892], [1.8840, -2.6760, 3.1484], [5.2402, -0.5183, -2.3204], [5.6709, 1.1915, -2.1414], [4.0121, 0.7160, -2.6063], [6.3038, 1.1376, 0.2729], [5.4546, 0.9722, 2.6152], [3.1764, 0.1245, 3.0321], [-0.3416, 0.5887, 3.6252], [1.3333, 0.3969, 4.1423], [0.0984, -0.7056, 4.7519], [-1.5862, -1.3910, 1.6295], [-1.3070, -2.6205, 2.8697], [-0.7400, -2.8854, 1.2043], [2.7385, -2.2284, 3.6656], [2.2812, -3.3166, 2.3552], [1.3519, -3.3092, 3.8655], [-4.4893, 0.5577, -2.9529], [-5.2586, 0.6158, -1.6324], [-4.5484, -0.0885, -0.4533], [-5.2791, 0.2571, 0.8550], [-4.6275, -0.3702, 2.0869], [-4.6495, -1.5820, -0.6700], [-5.6947, -2.1977, -0.6154], [-3.4741, -2.2211, -0.9547], [-2.2560, -1.5717, -1.0942], [-1.3732, -2.3608, -1.5580], [-2.0521, -0.3267, -0.7837], [-3.1087, 0.4561, -0.3842], [-2.9605, 1.6070, -0.0305], [-5.0407, 1.0797, -3.7364], [-4.3341, -0.4740, -3.2816], [-3.5123, 1.0335, -2.8542], [-6.2424, 0.1580, -1.7534], [-5.3960, 1.6585, -1.3428], [-6.3112, -0.0859, 0.7658], [-5.2741, 1.3420, 0.9544], [-4.6295, -1.4615, 2.0230], [-5.1675, -0.0877, 2.9917], [-3.5945, -0.0332, 2.1917], [-3.5057, -3.2135, -1.1304], [0.2161, 3.4204, -2.4063], [0.7620, 3.8131, -1.2270], [0.8592, 3.0525, -0.1997], [1.3841, 3.7200, 0.8876], [1.5566, 3.1706, 2.1550], [2.0742, 3.9641, 3.1646], [2.4361, 5.2899, 2.9237], [2.2793, 5.8496, 1.6629], [1.7444, 5.0594, 0.6570], [1.3843, 5.4760, -0.9982], [0.1378, 2.4061, -2.4631], [0.4461, 3.9304, -3.2387], [1.2728, 2.1358, 2.3123], [2.2059, 3.5495, 4.1570], [2.8376, 5.8965, 3.7262], [2.5782, 6.8730, 1.4708], [0.6585, -4.2656, -1.9474], [0.6140, -2.8756, -2.6056], [2.0346, -2.3597, -2.8174], [-0.1053, -2.9808, -3.9653], [-0.0054, -1.8839, -1.7501], [1.1197, -5.0029, -2.6133], [-0.3515, -4.6047, -1.7076], [1.2347, -4.2124, -1.0205], [2.6560, -3.1297, -3.2795], [2.4689, -2.0639, -1.8583], [2.0216, -1.4769, -3.4622], [0.4431, -3.6260, -4.6612], [-0.1927, -1.9822, -4.3988], [-1.1111, -3.3880, -3.8371]],
  "atomic_forces_ev_per_a": [[-0.3, -0.7, 0.0], [-0.1, 0.0, 0.1], [0.0, 0.0, 0.0], [0.0, 0.0, 0.1], [0.0, 0.0, -0.1], [0.0, 0.0, 0.0], [0.0, -0.1, 0.1], [0.0, -0.1, 0.1], [0.1, 0.7, -0.5], [-0.1, -0.4, 0.4], [0.0, 0.2, -0.2], [0.0, 0.0, -0.1], [0.1, 0.1, -0.1], [0.0, 0.0, 0.0], [0.0, 0.0, 0.0], [0.0, 0.0, 0.0], [0.0, 0.0, 0.0], [0.0, 0.0, 0.0], [0.0, 0.0, 0.0], [0.0, -0.1, 0.0], [-0.1, 0.0, 0.0], [0.0, 0.0, -0.1], [0.0, 0.0, 0.0], [0.0, 0.0, 0.0], [0.0, 0.1, 0.0], [0.0, -0.1, 0.0], [0.0, 0.0, 0.0], [0.0, 0.1, 0.0], [0.0, -0.1, 0.1], [0.1, 0.0, -0.2], [-0.1, 0.2, 0.1], [0.1, -0.1, 0.1], [0.0, 0.0, -0.1], [0.1, -0.1, 0.0], [-0.1, 0.0, 0.0], [-0.1, -0.1, 0.0], [-0.2, 0.5, 0.2], [0.1, -0.7, -0.2], [0.3, 0.2, 0.0], [0.0, -0.2, -0.1], [0.1, 0.1, 0.0], [0.0, 0.0, 0.0], [0.0, 0.0, 0.0], [0.0, 0.0, 0.0], [0.0, 0.0, 0.1], [0.0, 0.0, 0.0], [0.0, 0.0, 0.0], [0.0, 0.0, -0.1], [0.0, 0.0, 0.0], [0.0, 0.0, 0.0], [0.0, 0.0, 0.0], [0.0, 0.0, 0.0], [-0.1, 0.0, 0.2], [0.3, 0.3, 0.2], [-0.2, 0.1, 0.3], [0.0, 0.2, -0.1], [0.0, -0.1, 0.0], [0.0, 0.0, 0.0], [0.0, 0.1, -0.1], [0.0, 0.0, 0.0], [0.0, -0.1, 0.0], [-0.1, -0.2, -0.1], [0.0, 0.0, -0.1], [0.1, -0.1, 0.0], [0.0, 0.1, 0.0], [0.0, 0.0, 0.0], [0.0, 0.0, 0.0], [-0.1, 0.0, 0.0], [0.1, 0.0, 0.0], [-0.3, -0.2, -0.1], [-0.1, 0.1, 0.1], [0.1, 0.0, 0.0], [0.3, 0.6, 0.2], [0.0, 0.0, 0.0], [0.0, 0.0, 0.0], [0.0, 0.0, 0.0], [0.0, 0.0, 0.0], [0.1, -0.1, -0.1], [0.0, 0.0, 0.0], [0.0, 0.0, 0.0], [0.0, 0.0, 0.0], [0.0, 0.0, 0.0]],
  "charge": -1,
  "e_above_lowest_kcal_mol": 18.37,
  "e_tot_ev": -117368.170,
  "spin_multiplicity": 1,
  "lumo_ev": 2.42,
  "homo_lumo_gap_ev": 6.071
}